Entry one
{"formula": "C8H10ClN3O3", "method": "ωB97M-V with the def2-TZVPD basis set", "species": ["O", "N", "N", "C", "C", "C", "Cl", "N", "C", "O", "C", "C", "C", "C", "O", "H", "H", "H", "H", "H", "H", "H", "H", "H", "H"], "xyz": [[-0.21044, -0.01534, -4.31589], [0.12680, 0.49160, -3.28207], [0.93324, 1.34720, -3.00884], [2.13284, 1.73093, -3.61289], [3.13348, 0.82276, -2.93175], [2.64348, 0.01388, -1.98486], [3.66837, -1.22232, -1.31849], [1.58855, 0.11021, -1.11024], [0.39708, 0.21855, -1.06634], [-0.11499, 0.36702, 0.15509], [-1.56667, 0.28307, 0.41416], [-2.03907, -1.08976, -0.04905], [-2.15609, -1.53939, 1.47363], [-1.87924, -0.05072, 1.85033], [-0.57759, 0.28196, -2.04704], [2.19835, 2.82832, -3.55759], [2.18965, 1.36352, -4.73501], [4.13347, 0.83146, -3.29708], [-2.15567, 1.17623, -0.10580], [-1.24760, -1.64817, -0.66420], [-3.07853, -1.11780, -0.52466], [-3.24334, -1.84257, 1.58523], [-1.44353, -2.32997, 1.72057], [-2.82621, 0.57272, 2.31453], [-1.09386, 0.27636, 2.59812]], "lumo_energy_ev": 0.45, "gap_ev": 9.32, "smiles": "[O-]/[N+]1=N\\C/C=C(Cl)\\N=C(\\OC2CCC2)O1"}



Entry two
{"formula": "C8H10ClN3O3", "method": "ωB97M-V with the def2-TZVPD basis set", "species": ["C", "C", "C", "Cl", "N", "C", "O", "O", "C", "C", "C", "C", "H", "H", "H", "H", "H", "H", "H", "H", "H", "H", "N", "N", "O"], "xyz": [[3.72325, -0.16511, -1.31222], [3.94658, 0.81538, -0.43254], [2.70176, 1.29057, 0.17560], [2.53362, 3.02031, 0.16246], [1.75269, 0.55718, 0.45987], [0.48615, 0.47441, 0.98395], [0.26297, 0.12729, 2.12859], [-0.35427, 0.64863, 0.04766], [-1.70446, 0.34713, 0.31570], [-2.73815, 1.42126, -0.11544], [-3.58125, 0.28912, -0.65189], [-2.35869, -0.56508, -0.69215], [4.56792, -0.37780, -1.91556], [2.79760, -0.64038, -1.44849], [4.91065, 1.28688, -0.31251], [-1.85191, -0.01596, 1.32926], [-2.35238, 2.04371, -0.88892], [-3.22352, 2.21599, 0.60911], [-4.22740, -0.04622, 0.31122], [-4.20214, 0.32177, -1.63301], [-2.33794, -1.71975, -0.42961], [-1.84189, -0.43330, -1.78127], [1.92305, -3.18156, 1.17012], [1.06259, -3.65359, 1.71911], [0.10515, -4.06086, 2.20095]], "lumo_energy_ev": 0.39, "gap_ev": 10.43, "smiles": "C=C/C(Cl)=N/C(=O)OC1CCC1.N#[N+][O-]"}



entry two ends up most stable, edging out the next structure by 3.862 eV.



Entry one
{"formula": "C4H10N2O", "method": "ωB97M-V with the def2-TZVPD basis set", "species": ["N", "C", "C", "C", "N", "C", "O", "H", "H", "H", "H", "H", "H", "H", "H", "H", "H"], "xyz": [[-0.97025, -1.37546, -0.75524], [-0.57923, -0.37045, 0.23110], [-1.12952, -0.63604, 1.61032], [0.94396, -0.34649, 0.25323], [1.54976, 0.71851, -0.30818], [1.01445, 1.69386, -1.27306], [1.58285, -1.19699, 0.86583], [-1.04309, -2.30394, -0.36208], [-1.78386, -1.10157, -1.28459], [-0.96537, 0.58898, -0.12011], [-0.82685, -1.60377, 2.00784], [-0.76002, 0.06138, 2.37469], [-2.21007, -0.54476, 1.65327], [2.55455, 0.61429, -0.36979], [0.09477, 1.32435, -1.73365], [1.79358, 1.85829, -2.02138], [0.73433, 2.61981, -0.76818]], "lumo_energy_ev": [3.99, 3.89], "gap_ev": [2.78, 9.49], "multiplicity": 2, "charge": -1}



Entry two
{"formula": "C4H10N2O", "method": "ωB97M-V with the def2-TZVPD basis set", "species": ["O", "C", "N", "C", "N", "C", "C", "H", "H", "H", "H", "H", "H", "H", "H", "H", "H"], "xyz": [[2.54131, 0.22597, -0.74566], [1.46497, 0.09526, -0.13146], [0.51927, 1.03873, 0.10125], [-0.48852, 1.60035, -0.75270], [-1.74694, 1.69594, 0.14361], [1.01229, -1.44270, -0.15759], [0.22923, -1.77954, 1.13926], [0.05837, 1.05238, 1.01717], [-0.13566, 2.66603, -1.11110], [-0.61780, 0.98884, -1.77053], [-2.32257, 0.87326, -0.23540], [-2.34644, 2.45046, -0.22755], [1.67471, -2.34429, -0.56022], [0.31746, -1.36114, -0.93070], [-0.36386, -2.81093, 0.85820], [0.78935, -1.88514, 1.97664], [-0.58519, -1.06348, 1.38676]], "lumo_energy_ev": [3.93, 3.85], "gap_ev": [3.05, 6.92], "multiplicity": 2, "charge": -1}



entry one ends up most stable, edging out the next structure by 2.475 eV.



Entry one
{"formula": "C4H13N3O", "method": "ωB97M-V with the def2-TZVPD basis set", "species": ["C", "C", "N", "H", "H", "H", "H", "H", "H", "H", "C", "N", "N", "C", "O", "H", "H", "H", "H", "H", "H"], "xyz": [[1.90635, 0.09113, 0.33213], [0.71579, -1.33595, 1.12372], [2.29256, -0.25461, -0.91891], [3.01710, -0.95966, -0.97355], [1.47138, -0.46672, -1.53229], [2.70555, 0.15092, 1.06421], [1.14794, 0.87388, 0.35080], [1.16764, -1.09981, 2.08869], [-0.27949, -1.66204, 1.41583], [1.15867, -2.25180, 0.73021], [-1.93458, 1.00810, 0.84635], [-1.04733, 0.73758, -0.26380], [-1.24383, 1.65915, -1.33610], [-0.79956, -0.60481, -0.63488], [-0.19671, -0.84750, -1.70064], [-0.32600, 1.85224, -1.72762], [-1.76558, 1.17879, -2.07497], [-1.50841, -1.33026, -0.20407], [-2.99356, 0.86406, 0.57277], [-1.79532, 2.04168, 1.15488], [-1.69259, 0.35561, 1.68724]], "lumo_energy_ev": 0.86, "gap_ev": 9.01}



Entry two
{"formula": "C4H13N3O", "method": "ωB97M-V with the def2-TZVPD basis set", "species": ["C", "C", "C", "C", "N", "N", "N", "O", "H", "H", "H", "H", "H", "H", "H", "H", "H", "H", "H", "H", "H"], "xyz": [[0.15285, -0.97761, 2.56531], [1.04822, 1.81229, -0.64938], [0.76511, -0.54517, -1.61146], [-1.10821, 0.94311, -1.34583], [-0.62073, -0.78054, 1.34504], [-1.37023, -1.69593, 0.90185], [0.15652, 0.56403, -0.89476], [-1.66053, -2.94938, 2.12255], [1.08636, -0.86336, 2.13042], [-0.16225, -0.29379, 3.34325], [-0.14132, -1.97763, 2.84433], [0.51937, 2.55778, -0.07738], [1.96593, 1.63806, -0.07288], [1.21819, 2.13284, -1.61886], [0.43212, -1.54227, -1.21299], [0.53047, -0.67095, -2.66224], [1.81879, -0.41714, -1.43212], [-1.81313, 0.16259, -1.18241], [-1.42959, 1.83707, -0.87178], [-1.25318, 1.11924, -2.40907], [-0.13475, -0.05323, 0.78842]], "lumo_energy_ev": 0.22, "gap_ev": 8.99}



entry one ends up most stable, edging out the next structure by 3.257 eV.